Run i
Density functional theory data (wB97M-V/def2-TZVPD) for a cluster of 2 separate species, C4H14IN3 in total.

E_HOMO (eV): -16.90
Net charge: +2
E_LUMO (Eh): -0.2619
Kohn-Sham gap (eV): 9.8

Structure (XYZ):
```
22
Properties=species:S:1:pos:R:3:lowdin_charge:R:1
C 0.49 -1.19 -0.97 -0.1881
C 0.79 1.47 -0.35 -0.0686
C -1.94 -0.18 1.91 -0.4662
C 0.56 -0.05 0.03 -0.4249
N 0.76 -0.47 1.20 0.1389
N 1.39 -2.28 -0.70 0.2150
N -0.33 2.24 -1.03 0.1465
I -2.74 -0.08 -0.14 1.0038
H -0.62 -1.42 -1.02 0.0487
H 0.62 -0.75 -1.99 0.1535
H 1.04 1.97 0.60 0.1356
H 1.78 1.53 -0.95 0.1744
H -2.73 -0.77 2.57 0.0678
H -1.86 0.86 2.35 0.0329
H 0.92 0.34 1.81 0.1007
H 1.05 -3.04 -0.08 0.2044
H 1.50 -2.84 -1.54 0.1883
H -0.88 -0.56 2.10 -0.0005
H 2.28 -1.87 -0.39 0.1889
H -0.39 2.17 -2.00 0.1216
H -0.32 3.21 -0.64 0.1905
H -1.35 1.74 -0.75 0.0366
```



Run ii
Density functional theory data (wB97M-V/def2-TZVPD) for the ion C4H14IN3 with charge +2.

E_HOMO (eV): -16.64
Net charge: +2
E_LUMO (Eh): -0.2628
Kohn-Sham gap (eV): 9.5

Structure (XYZ):
```
22
Properties=species:S:1:pos:R:3:lowdin_charge:R:1
C 0.33 -1.13 -0.73 -0.1158
C 1.09 0.96 0.64 -0.1049
C -1.43 0.97 -0.35 -0.5243
C -0.03 -0.04 0.32 -0.4727
N -0.51 -0.73 1.49 0.0441
N -0.54 -2.28 -0.46 0.1420
N 1.45 1.89 -0.47 0.2225
I -3.28 -0.14 -0.38 0.9606
H 0.21 -0.77 -1.75 0.1387
H 1.38 -1.43 -0.59 0.1446
H 0.77 1.57 1.49 0.1538
H 1.99 0.42 0.94 0.1520
H -1.54 1.82 0.31 0.0370
H -1.17 1.24 -1.36 0.0222
H 0.21 -0.91 2.18 0.1346
H -1.30 -0.29 1.95 0.1017
H -1.40 -2.27 -1.03 0.1043
H -0.80 -2.07 0.57 0.1256
H -0.09 -3.20 -0.56 0.1823
H 2.14 2.58 -0.13 0.1971
H 0.63 2.41 -0.80 0.1671
H 1.88 1.40 -1.27 0.1877
```



Which of them is the least stable? Correct choice: run i.



Run i
Density functional theory data (wB97M-V/def2-TZVPD) for the molecule C3H9NP2.

E_HOMO (eV): -8.92
E_LUMO (Eh): 0.0300
Kohn-Sham gap (eV): 9.7

Structure (XYZ):
```
15
Properties=species:S:1:pos:R:3:lowdin_charge:R:1
C -1.53 -1.25 0.02 -0.6116
C 0.77 0.16 0.38 -0.7027
C 1.55 0.82 -0.82 -0.1194
N -0.30 1.11 0.63 -0.3887
P 0.25 -1.54 0.09 0.8373
P -1.74 0.77 -0.20 0.8327
H -2.19 -1.78 -0.65 -0.0060
H -2.07 -1.32 1.00 0.0164
H 1.43 0.09 1.22 0.0782
H 0.84 1.48 -1.18 0.0049
H 1.87 0.04 -1.58 0.0789
H 2.36 1.37 -0.39 0.0535
H -0.56 1.22 1.60 0.0532
H 0.32 -1.85 1.41 -0.0885
H -0.99 0.66 -1.53 -0.0382
```



Run ii
Density functional theory data (wB97M-V/def2-TZVPD) for a cluster of 2 separate species, C3H9NP2 in total.

E_HOMO (alpha / beta) (eV): -6.91 / -6.93
E_LUMO (alpha / beta) (Eh): -0.0180 / -0.0170
Kohn-Sham gap (alpha / beta) (eV): 6.4 / 6.5

Structure (XYZ):
```
15
Properties=species:S:1:pos:R:3:lowdin_charge:R:1
C -1.90 0.30 -0.69 -0.1334
C -1.96 -0.58 0.30 -0.2352
C 1.02 0.83 -1.33 -0.3085
N 1.78 0.58 1.42 -0.2353
P 0.34 -1.85 0.04 0.5169
P 1.62 -0.16 -0.11 0.4816
H -2.19 0.15 -1.71 0.0562
H -1.65 1.25 -0.60 -0.0110
H -1.85 -0.33 1.27 0.0111
H -2.43 -1.59 0.15 0.0610
H 0.98 0.21 -2.17 -0.0287
H 1.29 1.78 -1.49 -0.0514
H 2.25 0.04 2.17 0.0376
H 2.08 1.58 1.37 0.0554
H 0.63 -2.19 1.38 -0.2163
```



Which of them is the least stable? Correct choice: run ii.



Run i
Density functional theory data (wB97M-V/def2-TZVPD) for the molecule CH4ClO2P.

E_HOMO (eV): -8.81
E_LUMO (Eh): 0.0298
Kohn-Sham gap (eV): 9.6

Structure (XYZ):
```
9
Properties=species:S:1:pos:R:3:lowdin_charge:R:1
C 1.12 1.10 -0.41 -0.5870
O -1.73 -0.75 1.12 -0.3336
O 0.48 -0.47 -0.07 -0.5605
P -1.13 -0.81 -0.37 0.6861
Cl -0.21 2.07 -0.42 0.6563
H 1.88 1.04 0.44 0.0987
H 1.67 1.15 -1.37 0.0683
H -1.15 -1.10 1.75 0.0166
H -0.93 -2.25 -0.65 -0.0448
```



Run ii
Density functional theory data (wB97M-V/def2-TZVPD) for a cluster of 2 separate species, CH4ClO2P in total.

E_HOMO (eV): -8.86
E_LUMO (Eh): 0.0139
Kohn-Sham gap (eV): 9.2

Structure (XYZ):
```
9
Properties=species:S:1:pos:R:3:lowdin_charge:R:1
C -2.25 0.61 -0.16 -0.1051
O 1.26 -1.14 0.67 -0.4582
O -1.28 -0.13 -0.13 -0.0515
P 1.88 -0.36 -0.58 0.3642
Cl 2.36 1.41 0.26 0.1433
H -3.28 0.29 -0.12 0.0637
H -2.23 1.76 -0.17 0.1023
H 0.40 -1.63 0.72 0.0751
H 3.15 -0.81 -0.50 -0.1338
```



Which of them is the least stable? Correct choice: run i.



Run i
Density functional theory data (wB97M-V/def2-TZVPD) for a cluster of 3 separate species, C4H10NO2S in total.

E_HOMO (eV): -4.43
Net charge: -1
E_LUMO (Eh): -0.0134
Kohn-Sham gap (eV): 4.1

Structure (XYZ):
```
18
Properties=species:S:1:pos:R:3:lowdin_charge:R:1
C -0.51 -1.24 -0.01 -0.0855
C -1.81 -1.07 -0.36 0.0164
S -1.57 2.48 -1.03 0.1525
C 0.60 -1.02 -1.05 -0.5493
N 0.92 0.46 -1.01 0.0565
C 1.06 1.09 0.23 -0.2159
O 0.35 -1.46 -2.22 -0.0964
H 1.60 -1.43 -0.49 0.2164
H -0.27 -0.98 1.02 0.0633
H -2.04 -1.74 -1.20 0.0649
H -2.59 -0.42 -0.01 0.0442
H 0.44 1.02 -1.73 0.0623
H 1.85 0.64 0.79 0.0616
H 0.30 0.90 1.06 0.0799
H 1.17 2.17 0.20 0.0714
H -1.73 1.46 -0.21 -0.3968
H 1.17 -0.74 3.37 -0.1209
O 1.05 -0.11 2.65 -0.4245
```



Run ii
Density functional theory data (wB97M-V/def2-TZVPD) for a cluster of 2 separate species, C4H10NO2S in total.

E_HOMO (eV): -3.18
Net charge: -1
E_LUMO (Eh): 0.1348
Kohn-Sham gap (eV): 6.8

Structure (XYZ):
```
18
Properties=species:S:1:pos:R:3:lowdin_charge:R:1
C -0.68 -0.92 0.86 -0.2135
C 0.09 -1.26 -0.43 -0.6973
S 1.97 -1.38 -0.34 0.1644
C -1.89 -0.17 0.41 -0.4565
N -1.75 1.21 0.11 0.0235
C -0.50 2.03 -0.09 -0.0648
O -3.04 -0.65 0.15 -0.0374
H 0.05 -0.44 1.51 0.0862
H -1.05 -1.82 1.40 0.1135
H -0.07 -0.46 -1.15 0.0111
H -0.39 -2.18 -0.84 0.0584
H -2.54 1.55 -0.29 0.0594
H -0.05 1.73 -1.05 0.0710
H -0.75 3.08 -0.28 0.0708
H 0.30 2.00 0.66 0.0673
H 3.62 1.53 -0.15 0.0202
H 2.25 0.95 -0.24 -0.0946
O 2.69 1.84 -0.07 -0.1816
```



Which of them is the least stable? Correct choice: run i.



Run i
Density functional theory data (wB97M-V/def2-TZVPD) for a structure of composition C2H2BrFO.

E_HOMO (eV): -9.76
E_LUMO (Eh): -0.0091
Kohn-Sham gap (eV): 9.5

Structure (XYZ):
```
7
Properties=species:S:1:pos:R:3:lowdin_charge:R:1
C 0.98 -0.31 0.52 0.0752
C -0.31 -0.41 0.23 -0.2895
O -0.98 1.23 -0.12 -0.7568
F -1.12 -1.36 0.51 0.1500
Br -1.65 1.37 -1.76 0.6770
H 1.64 -1.13 0.51 0.0571
H 1.45 0.61 0.11 0.0870
```



Run ii
Density functional theory data (wB97M-V/def2-TZVPD) for the molecule C2H2BrFO.

E_HOMO (alpha / beta) (eV): -8.17 / -7.80
E_LUMO (alpha / beta) (Eh): -0.0250 / -0.0288
Kohn-Sham gap (alpha / beta) (eV): 7.5 / 7.0

Structure (XYZ):
```
7
Properties=species:S:1:pos:R:3:lowdin_charge:R:1
C 0.06 -1.61 -1.02 -0.4076
C -0.01 1.83 0.75 -0.4385
O -0.58 -2.32 -1.66 0.0956
F -0.85 1.51 1.78 -0.1443
Br -0.25 0.53 -0.77 0.8768
H 0.63 -1.72 -0.17 0.0347
H 1.01 1.77 1.09 -0.0167
```



Which of them is the least stable? Correct choice: run ii.



Run i
Density functional theory data (wB97M-V/def2-TZVPD) for a structure of composition C5H8OS.

E_HOMO (eV): -8.80
E_LUMO (Eh): -0.0065
Kohn-Sham gap (eV): 8.6

Structure (XYZ):
```
15
Properties=species:S:1:pos:R:3:lowdin_charge:R:1
C -2.44 -0.41 0.41 -0.4425
C 0.15 -0.36 -0.11 -0.5617
C -0.08 1.21 -0.10 -0.1010
C 1.39 -0.89 0.13 -0.1641
C 2.73 -0.35 -0.19 -0.2400
H -2.24 0.14 1.30 0.0420
H -3.37 -0.91 0.37 0.0105
H -2.70 0.34 -0.45 0.0737
H 0.89 1.74 0.08 0.0748
H -0.48 1.61 -1.06 0.0930
H -0.62 1.77 0.62 0.0490
H 1.39 -2.03 0.29 0.1289
H 2.84 0.59 -1.25 0.2025
O 3.76 -0.99 0.25 -0.0578
S -1.22 -1.46 -0.30 0.8927
```



Run ii
Density functional theory data (wB97M-V/def2-TZVPD) for the molecule C5H8OS.

E_HOMO (eV): -9.09
E_LUMO (Eh): 0.0304
Kohn-Sham gap (eV): 9.9

Structure (XYZ):
```
15
Properties=species:S:1:pos:R:3:lowdin_charge:R:1
C 0.96 -0.29 -0.13 -0.3945
C 0.64 1.05 -0.77 -0.1471
C -0.68 1.46 -0.29 -0.0724
C -1.15 0.59 0.64 -0.1188
C -0.12 -0.42 0.97 -0.6018
H 0.90 -2.08 -0.79 0.0591
H 1.92 -0.43 0.31 0.1308
H 1.45 1.78 -0.59 0.1254
H 0.60 0.96 -1.86 0.1215
H -1.25 2.35 -0.57 0.1100
H -2.09 0.58 1.15 0.0975
H 0.25 -0.21 1.97 0.1024
H -1.49 -2.03 0.01 -0.1285
O 0.84 -1.20 -1.18 -0.0598
S -0.79 -2.11 1.12 0.7764
```



Run iii
Density functional theory data (wB97M-V/def2-TZVPD) for a structure of composition C5H8OS.

E_HOMO (eV): -9.10
E_LUMO (Eh): -0.0073
Kohn-Sham gap (eV): 8.9

Structure (XYZ):
```
15
Properties=species:S:1:pos:R:3:lowdin_charge:R:1
C 1.05 1.09 0.15 -0.5894
C 2.20 0.38 0.76 -0.4023
C 0.01 0.11 -0.28 -0.4561
C -0.70 -0.60 0.80 -0.0846
C -0.84 0.41 -1.49 -0.0619
O 1.04 2.25 -0.22 0.0871
S 1.99 -0.99 -0.48 0.7754
H 3.13 0.89 0.67 0.0667
H 2.07 0.13 1.83 0.0891
H -1.14 -1.52 0.43 0.0934
H -1.50 0.01 1.05 0.0813
H -0.04 -0.86 1.60 0.0715
H -1.58 -0.42 -1.51 0.0791
H -0.04 0.52 -2.33 0.1224
H -1.53 1.36 -1.57 0.1282
```



Run iv
Density functional theory data (wB97M-V/def2-TZVPD) for a cluster of 2 separate species, C5H8OS in total.

E_HOMO (alpha / beta) (eV): -8.35 / -8.35
E_LUMO (alpha / beta) (Eh): -0.0472 / -0.0471
Kohn-Sham gap (alpha / beta) (eV): 7.1 / 7.1

Structure (XYZ):
```
15
Properties=species:S:1:pos:R:3:lowdin_charge:R:1
C 2.35 0.19 2.10 -0.1712
C 1.47 0.27 1.29 -0.1789
C -1.64 -0.01 0.73 -0.1288
C -1.24 0.08 -0.71 -0.2472
C 0.16 0.19 -1.16 -0.5927
O 0.55 1.37 -1.65 0.0569
S 1.17 -1.18 -1.73 0.8184
H 3.26 -0.09 2.53 -0.0496
H -1.27 0.77 1.34 0.0569
H -2.69 0.07 0.88 0.0683
H -1.46 -0.97 1.21 0.0885
H -1.79 0.89 -1.13 0.1171
H -1.67 -0.89 -1.10 0.1409
H 1.40 1.16 -2.05 0.0882
H 1.41 -1.85 -0.55 -0.0669
```



Which of them is the least stable? Correct choice: run iv.



Run i
Density functional theory data (wB97M-V/def2-TZVPD) for the molecule C5H8OS.

E_HOMO (eV): -9.04
E_LUMO (Eh): 0.0230
Kohn-Sham gap (eV): 9.7

Structure (XYZ):
```
15
Properties=species:S:1:pos:R:3:lowdin_charge:R:1
C 1.03 -0.17 -0.12 -0.4627
C 1.53 0.49 1.27 -0.1029
C 0.95 1.53 1.87 -0.0218
C -0.23 0.53 -0.47 -0.6200
C -1.45 0.01 0.25 -0.3103
H 0.01 -1.49 0.94 0.2093
H 1.65 -0.06 -0.97 0.1290
H 2.48 0.03 1.65 0.1149
H 1.44 1.77 2.92 0.0898
H -0.03 2.03 1.78 0.0605
H -0.21 1.58 -0.44 0.0939
H -1.33 -0.84 0.95 0.0688
H -2.18 0.72 0.45 0.0474
O 0.99 -1.50 0.27 -0.1073
S -1.30 -0.39 -1.64 0.8114
```



Run ii
Density functional theory data (wB97M-V/def2-TZVPD) for a structure of composition C5H8OS.

E_HOMO (eV): -8.63
E_LUMO (Eh): 0.0312
Kohn-Sham gap (eV): 9.5

Structure (XYZ):
```
15
Properties=species:S:1:pos:R:3:lowdin_charge:R:1
C 2.19 0.28 0.07 0.0367
C 1.09 -0.36 -0.30 -0.1426
C -0.74 1.23 0.58 -0.4506
C -1.46 -0.42 -1.01 -0.3339
C -0.28 -0.20 0.20 -0.5899
O -0.44 -1.13 1.25 0.0076
S -1.98 1.31 -0.65 0.8430
H 3.21 -0.09 -0.10 0.0669
H 2.09 1.18 0.70 0.0664
H 1.07 -1.33 -0.89 0.1346
H -1.07 1.34 1.58 0.0742
H 0.12 1.89 0.49 0.0610
H -1.06 -0.54 -2.06 0.0797
H -2.24 -1.14 -0.76 0.0602
H -0.52 -2.01 0.90 0.0865
```



Run iii
Density functional theory data (wB97M-V/def2-TZVPD) for a cluster of 2 separate species, C5H8OS in total.

E_HOMO (eV): -9.34
E_LUMO (Eh): 0.0226
Kohn-Sham gap (eV): 10.0

Structure (XYZ):
```
15
Properties=species:S:1:pos:R:3:lowdin_charge:R:1
C -1.39 -3.91 -0.17 -0.9016
C -1.11 1.23 -0.26 0.0255
C 0.16 0.99 0.02 -0.4383
C 1.16 0.67 -1.04 -0.0768
C 0.71 1.05 1.41 -0.0748
O -0.61 -4.40 0.53 0.1041
S -2.43 -3.27 -1.10 0.7931
H -1.83 1.47 0.50 0.0546
H -1.48 1.21 -1.27 0.0546
H 1.66 -0.28 -0.82 0.0774
H 1.92 1.45 -1.08 0.0811
H 0.70 0.60 -2.02 0.0720
H 1.34 0.18 1.61 0.0750
H -0.09 1.07 2.15 0.0728
H 1.32 1.94 1.54 0.0814
```



Which of them is the least stable? Correct choice: run i.